# 1
A cluster of 2 separate species, C4H5ClO in total. Source: the Open Molecules 2025 dataset; level of theory: the ωB97M-V functional and the def2-TZVPD basis.

As for the SMILES: C=C=O.C=CCl. As for the HOMO-LUMO gap: 0.361 Ha. As for the total charge: 0. The value obtained for the energy above the lowest of the compared OMol25 structures with the same formula, charge and spin is 176.6 kJ/mol. The value obtained for the HOMO energy is -0.33177 Eh.

Each line ends with the Mulliken charge.
Element x y z (Å)
C  -1.069  -0.776  -0.992  -0.98
C  -1.420  -1.537  0.020  0.86
O  -1.744  -2.194  0.942  -0.38
H  -0.302  -1.108  -1.695  0.26
H  -1.069  0.293  -1.245  0.26
C  1.379  0.344  0.591  -0.47
C  0.472  1.295  0.556  -0.28
Cl  0.511  2.514  -0.674  -0.16
H  1.341  -0.600  1.188  0.26
H  2.284  0.350  0.081  0.27
H  -0.384  1.421  1.227  0.37



# 2
A structure of composition C3H4N2O3. Source: the Open Molecules 2025 dataset; level of theory: the ωB97M-V functional and the def2-TZVPD basis.

As for the HOMO-LUMO gap: 0.327 Ha. As for the total charge: 0. The value obtained for the energy above the lowest of the compared OMol25 structures with the same formula, charge and spin is 529.4 kJ/mol. The value obtained for the HOMO energy is -0.31395 Eh.

Each line ends with the Mulliken charge.
Element x y z (Å)
C  -1.115  -0.075  0.248  -0.42
C  -0.315  -0.914  1.063  0.55
C  1.266  -0.164  -0.360  0.37
H  0.867  2.264  -1.003  0.28
H  -0.275  1.934  -2.377  0.27
H  -2.226  0.250  0.222  0.31
H  -0.400  -2.438  2.401  0.38
N  -0.011  1.721  -1.110  -0.73
N  -0.006  0.347  -0.805  0.27
O  -1.128  -1.968  1.589  -0.51
O  0.993  -1.084  0.821  -0.33
O  2.350  0.128  -0.688  -0.44



# 3
An isolated molecule of C4H6OS2. Source: the Open Molecules 2025 dataset; level of theory: the ωB97M-V functional and the def2-TZVPD basis.

As for the SMILES: COC(=S)C(C)=S. As for the HOMO-LUMO gap: 0.286 Ha. As for the total charge: 0. The value obtained for the energy above the lowest of the compared OMol25 structures with the same formula, charge and spin is 238.8 kJ/mol. The value obtained for the HOMO energy is -0.31705 Eh.

Each line ends with the Mulliken charge.
Element x y z (Å)
C  -0.024  -2.219  0.334  -0.66
O  -1.244  -1.490  0.509  -0.30
C  -1.363  -0.153  0.583  0.28
S  -2.790  0.614  0.749  -0.21
C  -0.085  0.870  0.610  0.23
C  -0.042  1.949  -0.385  -0.82
S  1.090  0.635  1.670  -0.23
H  0.762  -1.943  0.978  0.31
H  0.242  -2.216  -0.711  0.32
H  -0.199  -3.320  0.566  0.23
H  1.004  1.799  -0.903  0.26
H  0.083  2.899  0.207  0.29
H  -1.032  1.900  -1.118  0.31



# 4
A structure of composition C9H14F5IrNOS. Source: the Open Molecules 2025 dataset; level of theory: the ωB97M-V functional and the def2-TZVPD basis.

As for the HOMO-LUMO gap (alpha / beta): 0.252 / 0.252 Ha. As for the total charge: +1. The value obtained for the energy above the lowest of the compared OMol25 structures with the same formula, charge and spin is 321.0 kJ/mol. The value obtained for the HOMO energy (alpha / beta) is -0.41730 / -0.41723 Eh.

Each line ends with the Mulliken charge.
Element x y z (Å)
Ir  -0.356  -0.183  -0.090  1.65
C  -0.245  -1.087  2.023  -0.47
C  1.104  -0.709  2.235  -0.47
C  1.164  0.698  2.304  -0.37
C  -0.134  1.210  2.159  -0.60
C  -1.034  0.111  2.006  -0.66
H  -0.626  -2.089  2.136  0.56
H  1.936  -1.377  2.341  0.46
H  2.058  1.274  2.448  0.46
H  -0.417  2.241  2.254  0.47
H  -2.104  0.159  2.121  0.54
C  -0.626  2.642  -3.480  -0.94
S  -1.125  2.937  -1.748  0.43
C  -2.861  3.381  -2.100  -1.03
O  -1.303  1.542  -1.190  -0.82
H  -0.752  3.553  -4.057  0.45
H  -1.238  1.840  -3.881  0.30
H  0.417  2.342  -3.495  0.28
H  -2.887  4.304  -2.668  0.43
H  -3.378  3.509  -1.155  0.35
H  -3.323  2.566  -2.648  0.33
N  -1.312  -1.813  -1.522  -0.75
H  -0.968  -1.664  -2.467  0.28
H  -2.327  -1.792  -1.552  0.28
H  -1.023  -2.749  -1.246  0.29
F  1.359  0.294  -2.395  -0.26
C  1.628  -0.113  -1.102  0.06
F  2.408  0.872  -0.567  -0.24
C  2.473  -1.392  -1.209  0.69
F  3.512  -1.303  -2.027  -0.23
F  1.682  -2.396  -1.648  -0.25
F  2.922  -1.757  -0.006  -0.23



# 5
A structure of composition C38H39BrCeClF6N8O4Sb. Source: the Open Molecules 2025 dataset; level of theory: the ωB97M-V functional and the def2-TZVPD basis.

As for the HOMO-LUMO gap: 0.217 Ha. As for the total charge: +2. The value obtained for the energy above the lowest of the compared OMol25 structures with the same formula, charge and spin is 191.9 kJ/mol. The value obtained for the HOMO energy is -0.49138 Eh.

Each line ends with the Mulliken charge.
Element x y z (Å)
Ce  0.986  -0.292  -0.460  0.40
C  -4.239  3.541  3.519  -1.55
C  -3.356  2.897  2.477  -0.13
C  -3.651  2.728  1.197  -1.49
C  -2.806  2.191  0.175  1.13
C  -3.507  2.298  -1.105  -1.11
N  -3.343  1.748  -2.284  0.24
C  -2.517  0.587  -2.669  0.91
C  -3.390  -0.543  -3.173  -0.42
C  -4.290  -1.212  -2.144  -1.05
N  -3.470  -1.482  -0.935  0.21
C  -3.883  -1.109  0.264  -0.05
C  -3.054  -1.000  1.355  0.50
C  -3.656  -0.737  2.592  -0.66
C  -3.030  -0.711  3.771  0.10
C  -3.700  -0.242  5.010  -1.49
C  -1.709  -1.096  3.750  -0.81
C  -1.017  -1.290  2.569  0.81
C  0.422  -1.236  2.759  -0.84
N  1.331  -0.838  1.980  0.46
C  2.690  -0.601  2.572  -1.11
C  3.047  0.877  2.995  0.04
C  2.069  1.650  3.904  -1.00
N  0.646  1.675  3.463  -0.43
C  0.328  2.098  2.297  -0.87
C  -1.047  2.192  1.915  0.39
C  -1.989  2.675  2.792  -0.33
C  -1.440  1.848  0.554  0.08
O  -0.608  1.288  -0.231  0.93
C  -1.661  -1.236  1.300  0.60
O  -1.028  -1.340  0.168  -0.03
H  -5.203  3.888  3.165  0.42
H  -3.712  4.354  4.098  0.35
H  -4.480  2.839  4.340  0.26
H  -4.620  2.982  0.819  0.48
H  -4.314  3.038  -1.120  0.52
H  -4.010  1.998  -3.018  0.37
H  -1.960  0.254  -1.744  -1.12
H  -1.759  0.871  -3.389  0.32
H  -2.579  -1.281  -3.466  -0.10
H  -3.909  -0.344  -4.110  0.54
H  -4.719  -2.123  -2.508  0.47
H  -5.056  -0.516  -1.811  0.47
H  -2.493  -1.733  -0.952  -0.07
H  -4.960  -0.899  0.342  0.53
H  -4.678  -0.366  2.566  0.37
H  -4.800  -0.319  4.841  0.40
H  -3.477  0.802  5.146  0.22
H  -3.274  -0.862  5.831  0.42
H  -1.099  -1.208  4.647  0.45
H  0.633  -1.524  3.781  0.54
H  3.404  -0.947  1.791  0.03
H  2.872  -1.202  3.454  0.71
H  3.223  1.489  2.077  -0.23
H  4.021  0.856  3.486  0.60
H  2.442  2.712  3.992  0.37
H  2.013  1.092  4.847  0.35
H  1.032  2.262  1.530  1.05
H  -1.629  2.907  3.791  0.63
Cl  7.187  0.760  -0.097  -0.18
C  5.611  1.384  -0.366  -0.28
C  5.436  2.721  -0.647  -0.44
C  4.151  3.256  -0.830  -1.42
C  3.065  2.427  -0.497  -0.16
N  3.221  1.119  -0.306  0.80
C  4.471  0.600  -0.267  -0.23
H  6.332  3.292  -0.690  0.51
H  4.066  4.312  -1.047  0.53
H  2.070  2.788  -0.584  0.63
H  4.614  -0.470  -0.061  0.27
N  0.131  -1.252  -3.837  -0.09
C  -0.179  -2.295  -4.626  -0.42
C  -0.609  -3.291  -3.804  -1.41
C  -0.457  -2.809  -2.526  -0.56
N  0.000  -1.590  -2.541  1.11
H  0.477  -0.342  -4.076  -0.13
H  -0.085  -2.197  -5.709  0.55
H  -0.954  -4.279  -4.145  0.50
H  -0.517  -3.256  -1.558  0.68
Br  4.425  -7.074  0.053  -0.12
C  4.327  -5.612  -1.053  0.06
C  4.832  -5.711  -2.351  -0.28
N  4.725  -4.684  -3.207  -0.60
C  4.112  -3.561  -2.766  -0.56
C  3.470  -3.466  -1.520  0.13
C  3.632  -4.526  -0.643  -0.14
C  2.724  -2.281  -1.185  1.39
O  1.998  -2.358  -0.097  -0.70
O  2.715  -1.174  -1.823  -0.76
H  5.333  -6.612  -2.654  0.42
H  4.004  -2.800  -3.523  0.60
H  3.207  -4.613  0.359  0.42
F  1.134  1.235  -2.299  0.12
Sb  0.904  2.854  -3.512  1.98
F  1.316  3.940  -2.017  -0.54
F  2.654  2.604  -4.044  -0.54
F  0.785  4.346  -4.637  -0.51
F  0.552  1.435  -4.717  -0.68
F  -0.918  2.827  -2.954  -0.67



# 6
A structure of composition C15H31F5OP2PbTe. Source: the Open Molecules 2025 dataset; level of theory: the ωB97M-V functional and the def2-TZVPD basis.

As for the HOMO-LUMO gap (alpha / beta): 0.234 / 0.256 Ha. As for the total charge: +2. The value obtained for the energy above the lowest of the compared OMol25 structures with the same formula, charge and spin is 0.0 kJ/mol. The value obtained for the HOMO energy (alpha / beta) is -0.49790 / -0.49804 Eh.

Each line ends with the Mulliken charge.
Element x y z (Å)
P  0.246  -2.009  -2.348  1.18
P  0.181  2.069  -2.029  1.01
C  -0.116  -0.556  -3.434  -0.89
C  0.676  0.774  -3.277  -1.30
H  -1.208  -0.385  -3.450  0.50
H  0.138  -0.960  -4.434  0.61
H  1.758  0.599  -3.113  0.39
H  0.602  1.335  -4.230  0.60
C  -1.340  2.786  -2.703  -1.44
H  -1.764  3.486  -1.971  0.45
H  -2.077  1.997  -2.911  0.40
H  -1.100  3.323  -3.630  0.52
C  1.459  3.329  -2.176  -1.30
H  1.196  4.004  -3.004  0.45
H  2.427  2.854  -2.385  0.46
H  1.521  3.906  -1.243  0.40
C  -0.963  -3.264  -2.734  -1.38
H  -1.092  -3.898  -1.846  0.41
H  -0.596  -3.855  -3.583  0.47
H  -1.909  -2.770  -2.990  0.43
C  1.909  -2.522  -2.841  -1.25
H  2.633  -1.694  -2.836  0.37
H  1.866  -2.922  -3.866  0.48
H  2.272  -3.318  -2.180  0.42
Pb  1.978  0.220  3.704  1.11
C  -0.174  1.741  -0.221  0.18
C  -1.598  1.447  -0.070  -1.55
C  -2.152  0.176  -0.471  0.54
C  -2.160  -0.850  0.698  -0.97
C  -1.228  -1.934  0.448  -1.05
C  -0.039  -1.881  -0.361  0.14
C  0.889  -0.587  -0.296  1.25
C  0.675  0.644  0.577  -1.23
C  0.888  -1.703  4.062  -1.40
H  0.051  2.738  0.181  0.86
H  -2.232  2.206  0.399  0.33
H  -1.544  -0.241  -1.309  -0.86
H  -3.204  0.280  -0.815  0.61
H  -1.971  -0.313  1.655  0.21
H  -3.187  -1.264  0.797  0.59
H  -1.422  -2.828  1.034  0.56
H  0.567  -2.792  -0.137  0.74
H  0.825  -0.126  -1.308  -1.57
H  1.944  -0.922  -0.247  0.55
H  0.244  0.409  1.575  -0.05
H  1.674  1.069  0.778  0.63
H  1.212  -2.244  4.956  0.46
H  1.065  -2.324  3.175  0.37
H  -0.185  -1.517  4.155  0.35
F  1.346  2.796  6.686  -0.38
Te  0.283  1.220  6.572  2.11
F  -1.311  2.211  6.776  -0.38
F  0.508  1.010  8.461  -0.36
F  1.940  0.195  6.436  -0.54
F  -0.672  -0.430  6.617  -0.40
O  0.270  1.283  4.708  -0.81



# 7
An isolated molecule of C5H11NOS. Source: the Open Molecules 2025 dataset; level of theory: the ωB97M-V functional and the def2-TZVPD basis.

As for the SMILES: CNC(=O)CCCS. As for the HOMO-LUMO gap: 0.363 Ha. As for the total charge: 0. The value obtained for the energy above the lowest of the compared OMol25 structures with the same formula, charge and spin is 265.6 kJ/mol. The value obtained for the HOMO energy is -0.33520 Eh.

Each line ends with the Mulliken charge.
Element x y z (Å)
C  3.152  1.423  0.067  -0.75
N  2.879  0.059  -0.069  -0.14
C  1.716  -0.652  0.248  0.34
O  1.879  -1.864  0.522  -0.61
C  0.302  0.084  0.752  -0.33
C  -0.917  -0.290  -0.020  -0.98
C  -2.245  0.113  0.522  -0.36
S  -3.157  0.350  -0.947  -0.30
H  4.227  1.383  0.615  0.23
H  3.311  1.830  -0.992  0.25
H  2.358  2.002  0.491  0.34
H  3.456  -0.462  -0.713  0.26
H  0.606  1.177  0.692  0.23
H  0.204  -0.308  1.788  0.26
H  -0.829  -0.113  -1.136  0.41
H  -0.806  -1.356  -0.141  0.41
H  -2.733  -0.711  1.061  0.28
H  -2.115  0.971  1.123  0.39
H  -4.401  0.420  -0.749  0.09



# 8
A cluster of 2 separate species, C4H14NO in total. Source: the Open Molecules 2025 dataset; level of theory: the ωB97M-V functional and the def2-TZVPD basis.

As for the HOMO-LUMO gap (alpha / beta): 0.534 / 0.182 Ha. As for the total charge: +2. The value obtained for the energy above the lowest of the compared OMol25 structures with the same formula, charge and spin is 202.7 kJ/mol. The spin multiplicity is 2. The value obtained for the HOMO energy (alpha / beta) is -0.79883 / -0.76964 Eh. The expectation value of S² is 0.754.

Each line ends with the Mulliken charge.
Element x y z (Å)
C  1.882  0.036  1.725  -1.00
C  0.848  -0.931  1.271  -0.22
N  -0.312  -0.160  0.332  -0.05
C  -0.672  -0.872  -0.877  -0.32
C  -2.022  -0.503  -1.478  -1.07
H  2.178  0.780  0.973  0.38
H  2.800  -0.568  1.764  0.35
H  1.698  0.552  2.661  0.37
H  1.221  -1.670  0.600  0.36
H  0.174  -1.391  1.992  0.38
H  0.185  0.755  0.145  0.24
H  -1.158  0.067  0.866  0.45
H  -0.586  -1.984  -0.812  0.41
H  0.156  -0.655  -1.582  0.41
H  -2.094  -0.990  -2.430  0.38
H  -2.866  -0.869  -0.899  0.42
H  -1.975  0.571  -1.724  0.35
H  -0.560  2.814  -0.768  0.35
H  0.840  2.665  -1.244  0.38
O  0.264  2.352  -0.517  -0.59



Look up the energy above the lowest of the compared OMol25 structures with the same formula, charge and spin of the fifth one. 191.9 kJ/mol